No. 1
Computed, not measured: 11 unconnected molecules or ions with the total composition C38H61F15O28, with wB97M-V/def2-TZVPD.

```
142
Properties=species:S:1:pos:R:3:lowdin_charge:R:1
C -3.737 -0.020 -1.684 -0.04
C -3.254 -1.388 -2.225 -0.18
O -3.661 -1.607 -3.594 0.03
C -2.842 -1.187 -4.625 -0.28
O -1.674 -0.778 -4.650 0.11
C -3.623 -1.400 -5.972 -0.55
F -4.812 -2.013 -5.828 0.17
F -3.679 -0.271 -6.637 0.19
F -2.964 -2.222 -6.804 0.14
H -3.239 0.722 -2.309 0.04
H -3.369 0.321 -0.717 0.08
H -4.817 0.094 -1.782 0.09
H -3.789 -2.120 -1.621 0.12
H -2.181 -1.550 -2.128 0.10
C -3.481 3.966 -4.987 -0.05
C -2.551 2.767 -4.642 -0.17
O -1.635 3.245 -3.615 -0.02
C -2.020 3.625 -2.367 -0.33
O -3.099 3.344 -1.893 0.16
C -0.915 4.399 -1.560 -0.59
F -0.477 3.696 -0.510 0.16
F 0.130 4.748 -2.261 0.18
F -1.352 5.541 -1.102 0.20
H -2.911 4.869 -5.206 0.09
H -4.237 4.055 -4.207 0.08
H -4.026 3.685 -5.888 0.08
H -1.898 2.607 -5.500 0.12
H -3.148 1.879 -4.438 0.10
C -3.654 -3.160 6.567 -0.05
C -3.140 -1.795 6.939 -0.21
O -1.778 -1.522 6.441 -0.02
C -1.013 -0.477 7.057 -0.25
O -1.427 0.222 8.001 0.13
C 0.415 -0.455 6.578 -0.61
F 0.704 -1.407 5.690 0.16
F 0.574 0.682 5.966 0.20
F 1.275 -0.594 7.581 0.19
H -3.053 -3.829 7.182 0.08
H -3.367 -3.293 5.524 0.07
H -4.733 -3.299 6.635 0.09
H -3.117 -1.623 8.015 0.12
H -3.697 -0.967 6.503 0.10
C 3.314 2.386 -0.291 -0.03
C 3.262 2.838 -1.779 -0.19
O 4.538 3.149 -2.259 0.03
C 4.914 3.078 -3.560 -0.28
O 4.095 2.881 -4.496 0.09
C 6.351 3.419 -3.923 -0.48
F 6.952 2.297 -4.476 0.12
F 6.364 4.393 -4.842 0.18
F 7.170 3.693 -2.880 0.15
H 4.103 1.653 -0.127 0.07
H 2.322 2.076 0.037 0.06
H 3.612 3.140 0.437 0.08
H 2.548 3.643 -1.949 0.12
H 2.945 1.965 -2.348 0.10
C 0.243 -4.116 3.689 -0.04
C 1.075 -4.077 2.415 -0.16
O 0.307 -4.463 1.238 0.04
C 0.872 -4.694 0.095 -0.38
O 2.086 -4.537 -0.126 0.11
C -0.172 -5.213 -0.941 -0.48
F -0.405 -6.533 -0.624 0.13
F -1.355 -4.551 -0.834 0.14
F 0.335 -5.138 -2.176 0.16
H 0.003 -5.172 3.807 0.08
H -0.624 -3.479 3.511 0.07
H 0.744 -3.833 4.615 0.08
H 1.989 -4.671 2.392 0.13
H 1.269 -3.024 2.210 0.11
C 0.084 0.507 -1.963 -0.09
O 0.355 0.581 -0.637 0.00
C -0.286 -0.178 0.263 -0.49
O -1.143 -1.008 0.024 0.13
O 0.044 0.362 1.491 -0.02
C -0.520 -0.216 2.617 -0.05
H -0.947 0.843 -2.076 0.09
H 0.149 -0.475 -2.432 0.10
H 0.638 1.254 -2.533 0.08
H -1.601 -0.315 2.516 0.09
H -0.428 0.378 3.526 0.09
H -0.196 -1.249 2.738 0.09
C -4.387 -2.162 1.995 -0.05
O -5.459 -1.686 2.798 0.00
C -5.205 -0.660 3.655 -0.49
O -4.118 -0.213 3.985 0.11
O -6.422 -0.184 4.136 -0.03
C -6.512 0.938 4.964 -0.07
H -3.589 -2.563 2.620 0.09
H -4.043 -1.366 1.336 0.08
H -4.510 -3.033 1.351 0.10
H -6.326 1.884 4.456 0.10
H -5.855 0.788 5.821 0.08
H -7.545 0.927 5.313 0.10
C 3.753 -1.289 -2.791 -0.03
O 4.788 -0.375 -2.456 -0.04
C 6.010 -0.662 -1.906 -0.52
O 6.503 -1.783 -1.744 0.12
O 6.497 0.558 -1.653 -0.02
C 7.809 0.775 -1.162 -0.03
H 3.631 -2.119 -2.095 0.09
H 4.097 -1.657 -3.757 0.10
H 2.752 -0.859 -2.845 0.07
H 7.958 0.431 -0.139 0.11
H 8.151 1.805 -1.263 0.09
H 8.555 0.331 -1.822 0.10
C -0.423 3.682 2.557 -0.01
O -0.885 3.078 3.811 -0.04
C -2.194 3.089 4.158 -0.52
O -3.140 3.627 3.502 0.06
O -2.279 2.544 5.385 -0.02
C -3.490 2.542 6.158 -0.01
H -0.725 3.008 1.755 0.07
H 0.658 3.811 2.500 0.09
H -1.000 4.604 2.483 0.10
H -4.260 2.134 5.503 0.05
H -3.810 3.511 6.542 0.11
H -3.282 1.844 6.968 0.09
C 2.857 1.040 3.031 -0.05
O 2.917 -0.323 2.725 -0.02
C 3.998 -0.820 2.041 -0.56
O 4.986 -0.208 1.704 0.13
O 3.780 -2.124 1.946 0.01
C 4.784 -2.779 1.181 -0.04
H 3.085 1.197 4.085 0.11
H 1.849 1.371 2.780 0.07
H 3.578 1.570 2.407 0.08
H 4.577 -3.835 1.354 0.09
H 5.779 -2.647 1.606 0.10
H 4.812 -2.630 0.102 0.08
C 1.683 1.000 -5.497 0.00
O 0.981 0.400 -6.559 0.13
C 0.972 -0.931 -6.670 -0.48
O 1.603 -1.686 -5.999 0.45
O 0.212 -1.221 -7.736 0.11
C 0.131 -2.568 -8.239 0.02
H 0.936 1.215 -4.733 0.10
H 2.057 1.971 -5.821 0.12
H 2.512 0.492 -5.003 0.10
H 1.122 -3.022 -8.254 0.11
H -0.238 -2.599 -9.264 0.12
H -0.413 -3.248 -7.584 0.11
```

Properties
**Net charge**: +1
**Spin multiplicity**: 2
**Gap between HOMO and LUMO (spin up / spin down)**: 8.87 / 1.77 eV


No. 2
Computed, not measured: 3 unconnected molecules or ions with the total composition C38H62ClN4O8, with wB97M-V/def2-TZVPD.

```
113
Properties=species:S:1:pos:R:3:lowdin_charge:R:1
C -5.882 -4.561 -1.391 -0.09
C -5.999 -3.006 -0.903 -0.26
O -4.731 -2.392 -1.236 -0.21
C -4.880 -1.005 -1.646 -0.17
C -3.913 -0.791 -2.917 -0.16
O -4.280 0.317 -3.774 -0.17
C -4.175 1.588 -3.099 -0.15
C -2.629 2.053 -2.844 -0.13
O -2.643 2.802 -1.596 -0.17
C -1.428 2.637 -0.842 -0.17
N -1.152 1.240 -0.399 0.04
C -0.015 0.475 -0.925 -0.07
C 1.019 1.073 -2.016 -0.12
C 2.382 1.515 -1.236 -0.18
C 2.139 2.684 -0.150 -0.18
C 2.032 2.109 1.376 -0.17
C 3.356 2.417 2.242 -0.18
O 3.441 1.617 3.466 -0.07
C 2.409 1.960 4.386 -0.41
C 2.097 3.449 4.914 0.00
O 1.689 1.034 4.870 0.02
C 0.315 -0.982 -0.436 0.08
C -0.607 -1.664 0.621 -0.06
C -0.265 -3.140 1.120 -0.12
C 1.182 -3.094 1.875 -0.06
C 2.237 -4.142 1.227 -0.29
O 3.474 -3.836 1.220 0.02
N 1.807 -5.439 0.645 0.03
C 2.071 -5.485 -0.816 -0.20
C 3.477 -5.874 -1.369 0.00
C 3.803 -5.965 -2.909 -0.06
C 2.711 -5.667 -3.975 -0.07
C 1.290 -5.257 -3.446 -0.07
C 0.976 -5.159 -1.906 -0.02
C -1.812 -0.805 1.153 -0.07
C -2.764 -1.507 2.242 -0.06
C -2.040 0.663 0.627 -0.09
C -3.278 1.444 1.293 -0.16
C -2.942 1.983 2.788 -0.60
C -3.342 3.550 2.836 -0.13
Cl -1.107 1.909 3.010 0.65
H -5.105 -5.114 -0.741 0.08
H -6.914 -5.046 -1.373 0.08
H -5.443 -4.502 -2.459 0.08
H -6.902 -2.577 -1.460 0.12
H -6.217 -3.037 0.228 0.12
H -4.450 -0.371 -0.770 0.11
H -5.960 -0.670 -1.809 0.14
H -4.025 -1.746 -3.564 0.15
H -2.795 -0.739 -2.645 0.12
H -4.818 1.677 -2.148 0.13
H -4.601 2.377 -3.831 0.14
H -2.344 2.810 -3.676 0.14
H -1.892 1.181 -2.876 0.11
H -0.584 3.131 -1.431 0.13
H -1.560 3.264 0.124 0.15
H 0.581 1.919 -2.644 0.11
H 1.333 0.167 -2.662 0.13
H 2.893 0.635 -0.709 0.12
H 3.146 1.928 -2.004 0.12
H 3.080 3.353 -0.185 0.12
H 1.219 3.333 -0.358 0.09
H 1.181 2.703 1.866 0.07
H 1.813 0.984 1.368 0.11
H 4.313 2.165 1.644 0.14
H 3.459 3.519 2.547 0.12
H 0.996 3.707 4.732 0.08
H 2.821 4.229 4.490 0.08
H 2.247 3.446 6.057 0.11
H 1.211 -1.572 -0.826 0.13
H -1.044 -3.570 1.858 0.12
H -0.222 -3.872 0.244 0.09
H 1.060 -3.346 3.000 0.14
H 1.669 -2.058 1.846 0.12
H 2.261 -6.237 1.132 0.14
H 4.318 -6.095 -0.627 0.10
H 4.844 -6.245 -3.290 0.09
H 2.932 -5.704 -5.099 0.09
H 0.495 -5.030 -4.238 0.09
H -0.075 -4.848 -1.583 0.07
H -2.167 -1.954 3.120 0.10
H -3.527 -0.789 2.710 0.07
H -3.392 -2.367 1.783 0.10
H -3.650 2.340 0.691 0.11
H -4.154 0.687 1.308 0.12
H -3.494 1.351 3.565 0.11
H -3.088 4.082 1.837 0.06
H -4.491 3.649 2.948 0.10
H -2.775 4.136 3.648 0.09
C -2.109 8.131 -0.449 -0.01
C -2.659 6.747 -0.672 -0.55
O -3.129 6.067 0.229 0.02
N -2.620 6.251 -1.938 0.00
C -2.108 6.887 -3.134 -0.07
H -2.204 8.397 0.604 0.09
H -1.051 8.162 -0.720 0.09
H -2.671 8.857 -1.042 0.09
H -3.005 5.318 -2.014 0.12
H -2.919 6.955 -3.862 0.09
H -1.309 6.264 -3.541 0.08
H -1.720 7.884 -2.935 0.08
C 8.681 -3.556 2.540 -0.02
C 8.535 -3.762 1.055 -0.56
O 9.428 -4.231 0.365 0.03
N 7.347 -3.402 0.488 0.00
C 6.183 -2.835 1.138 -0.08
H 9.670 -3.884 2.859 0.08
H 8.571 -2.497 2.784 0.08
H 7.931 -4.144 3.075 0.08
H 7.311 -3.564 -0.508 0.14
H 5.338 -3.503 0.971 0.04
H 5.973 -1.865 0.681 0.08
H 6.332 -2.704 2.208 0.08
```

Properties
**Net charge**: +1
**Gap between HOMO and LUMO**: 6.53 eV


No. 3
Computed, not measured: a molecular structure, C38H63BaF4N11OP, with wB97M-V/def2-TZVPD.

```
119
Properties=species:S:1:pos:R:3:lowdin_charge:R:1
Ba -0.292 -1.038 1.438 1.75
C -0.588 -0.434 5.526 -0.12
N -0.921 -1.453 4.542 -0.31
C -2.314 -1.834 4.709 -0.11
C -0.062 -2.642 4.738 -0.20
C 1.351 -2.527 4.161 -0.25
N 1.344 -2.577 2.705 -0.19
C 1.801 -3.653 2.037 -0.23
C 1.393 -3.883 0.695 -0.17
F 0.471 -3.011 0.142 -0.17
C 1.812 -4.909 -0.111 -0.25
F 1.307 -4.986 -1.360 0.07
C 2.702 -5.865 0.344 0.05
C 3.132 -5.695 1.646 -0.23
F 4.018 -6.563 2.159 0.09
C 2.718 -4.656 2.457 -0.14
F 3.285 -4.585 3.684 0.06
H -0.826 -0.767 6.548 0.09
H -1.146 0.483 5.327 0.08
H 0.471 -0.192 5.486 0.06
H -2.515 -2.246 5.711 0.10
H -2.590 -2.573 3.960 0.06
H -2.957 -0.955 4.596 0.07
H -0.545 -3.486 4.242 0.11
H -0.019 -2.870 5.815 0.12
H 1.941 -3.319 4.620 0.10
H 1.803 -1.591 4.509 0.08
H 3.044 -6.676 -0.277 0.13
C -1.771 -5.618 0.968 0.03
C -2.429 -4.283 1.167 -0.51
O -1.895 -3.400 1.826 -0.09
N -3.625 -4.096 0.559 0.09
C -4.238 -2.786 0.489 -0.12
C -3.783 -2.039 -0.741 -0.28
C -4.513 -2.102 -1.917 -0.02
C -3.986 -1.536 -3.069 -0.05
C -2.751 -0.921 -2.994 -0.04
C -2.101 -0.871 -1.765 -0.14
N -2.601 -1.411 -0.653 0.06
H -1.140 -5.826 1.828 0.10
H -1.128 -5.543 0.089 0.09
H -2.481 -6.428 0.813 0.09
H -3.940 -4.822 -0.064 0.15
H -3.937 -2.250 1.389 0.11
H -5.323 -2.903 0.498 0.13
H -5.470 -2.607 -1.928 0.12
H -4.524 -1.582 -4.006 0.11
H -2.286 -0.477 -3.862 0.10
H -1.153 -0.351 -1.642 0.05
N -3.559 3.406 0.704 0.05
C -2.450 3.565 1.722 -0.09
C -1.655 2.276 1.742 -0.25
N -2.464 1.094 2.011 -0.09
C -3.613 0.996 1.136 -0.20
C -4.464 2.258 1.081 -0.08
H -3.121 3.213 -0.206 0.14
H -4.091 4.269 0.603 0.18
H -2.959 3.794 2.661 0.13
H -1.855 4.422 1.407 0.13
H -0.856 2.346 2.473 0.07
H -1.136 2.104 0.785 0.06
H -2.719 1.015 2.990 0.11
H -4.237 0.150 1.420 0.12
H -3.245 0.787 0.130 0.11
H -4.898 2.534 2.043 0.14
H -5.246 2.208 0.325 0.14
N 2.234 0.943 3.336 0.14
C 1.098 1.078 3.170 -0.08
H 3.223 0.816 3.416 0.11
N 0.398 0.741 -0.182 -0.50
P 1.042 1.499 -1.358 0.51
N 1.567 0.454 -2.558 -0.23
C 2.421 0.917 -3.647 -0.21
C 3.839 0.368 -3.523 -0.18
C 3.824 -1.150 -3.399 -0.20
C 2.911 -1.585 -2.259 -0.17
C 1.524 -0.991 -2.446 -0.23
N 2.305 2.522 -0.921 -0.20
C 3.006 2.260 0.324 -0.25
C 4.517 2.263 0.139 -0.19
C 4.990 3.559 -0.507 -0.20
C 4.215 3.828 -1.792 -0.18
C 2.711 3.773 -1.547 -0.23
N 0.132 2.604 -2.292 -0.21
C -0.484 3.691 -1.572 -0.25
C -0.785 4.872 -2.484 -0.18
C -1.651 4.432 -3.658 -0.20
C -1.024 3.232 -4.356 -0.17
C -0.742 2.123 -3.352 -0.22
H 2.424 2.008 -3.664 0.10
H 1.987 0.596 -4.607 0.12
H 4.299 0.808 -2.635 0.09
H 4.439 0.680 -4.382 0.12
H 4.834 -1.541 -3.263 0.11
H 3.450 -1.581 -4.336 0.12
H 3.313 -1.235 -1.301 0.12
H 2.848 -2.675 -2.203 0.11
H 0.867 -1.253 -1.619 0.05
H 1.072 -1.398 -3.365 0.13
H 2.653 1.305 0.710 0.06
H 2.722 3.026 1.066 0.12
H 4.796 1.410 -0.486 0.10
H 5.006 2.118 1.106 0.11
H 6.064 3.527 -0.701 0.11
H 4.826 4.390 0.189 0.11
H 4.477 3.084 -2.549 0.10
H 4.480 4.806 -2.199 0.11
H 2.166 3.897 -2.481 0.09
H 2.427 4.616 -0.894 0.12
H 0.153 3.982 -0.734 0.11
H -1.445 3.328 -1.134 0.08
H 0.162 5.277 -2.849 0.11
H -1.271 5.672 -1.916 0.11
H -1.820 5.256 -4.353 0.11
H -2.642 4.139 -3.282 0.10
H -0.081 3.525 -4.824 0.12
H -1.676 2.860 -5.149 0.11
H -0.278 1.261 -3.828 0.10
H -1.700 1.783 -2.914 0.10
```

Properties
**Net charge**: +1
**ΔE to the lowest compared entry with this formula, charge and spin**: 250.29 kJ/mol
**Gap between HOMO and LUMO**: 5.62 eV


No. 4
Computed, not measured: a molecular structure, C38H63BrClGeHgN10O4, with wB97M-V/def2-TZVPD.

```
119
Properties=species:S:1:pos:R:3:lowdin_charge:R:1
Hg -0.925 1.230 -0.136 1.18
C -5.858 -3.831 0.680 -0.06
N -5.003 -2.630 0.823 -0.18
C -5.507 -1.608 1.696 -0.10
C -3.758 -2.497 0.179 -0.37
N -3.386 -1.485 -0.511 0.12
C -4.407 -0.543 -0.969 -0.23
C -4.149 0.870 -0.581 -0.26
N -3.082 1.692 -1.171 -0.23
C -2.941 1.467 -2.607 -0.19
C -2.079 0.270 -2.900 -0.23
N -0.678 0.640 -2.730 0.04
C 0.264 -0.020 -3.312 -0.40
N 0.072 -1.257 -3.894 -0.16
C 0.528 -1.552 -5.217 -0.08
C -0.638 -2.316 -3.189 -0.08
N 1.511 0.584 -3.494 -0.10
C 2.749 -0.108 -3.885 -0.06
C 1.598 2.030 -3.268 -0.07
C -3.238 3.083 -0.850 -0.20
C -1.908 3.855 -0.964 -0.25
N -1.065 3.462 0.131 -0.02
C -0.107 4.288 0.537 -0.39
N 0.181 5.428 -0.173 -0.13
C 0.653 6.603 0.543 -0.07
C 0.530 5.297 -1.586 -0.04
N 0.449 4.140 1.758 -0.13
C -0.198 3.272 2.736 -0.08
C 1.879 4.437 1.994 -0.05
N -2.909 -3.601 0.320 -0.15
C -1.853 -3.674 -0.626 -0.09
C -2.785 -4.153 1.671 -0.04
H -6.290 -4.090 1.649 0.08
H -5.210 -4.638 0.415 0.06
H -6.629 -3.758 -0.072 0.07
H -6.382 -1.081 1.353 0.07
H -4.647 -0.929 1.950 0.02
H -5.783 -2.041 2.642 0.07
H -5.436 -0.776 -0.545 0.12
H -4.585 -0.553 -2.067 0.11
H -4.006 0.909 0.498 -0.07
H -5.107 1.376 -0.821 0.13
H -2.523 2.371 -3.043 0.11
H -3.967 1.387 -3.029 0.13
H -2.201 -0.143 -3.934 0.13
H -2.360 -0.533 -2.194 0.07
H 0.947 -0.612 -5.588 0.09
H -0.286 -1.831 -5.915 0.09
H 1.314 -2.278 -5.204 0.07
H -0.962 -1.933 -2.224 0.05
H 0.020 -3.121 -2.910 0.08
H -1.443 -2.701 -3.758 0.08
H 3.603 0.136 -3.202 0.07
H 2.941 0.227 -4.867 0.07
H 2.671 -1.187 -3.921 0.07
H 2.602 2.406 -3.273 0.06
H 1.196 2.310 -2.288 0.04
H 0.980 2.545 -3.978 0.08
H -3.564 3.185 0.185 0.10
H -3.944 3.570 -1.551 0.13
H -2.106 4.922 -1.037 0.12
H -1.405 3.633 -1.897 0.08
H 0.622 6.475 1.658 0.09
H -0.054 7.496 0.370 0.10
H 1.686 6.865 0.290 0.08
H 0.277 4.284 -1.911 0.06
H 1.588 5.441 -1.771 0.09
H -0.021 5.964 -2.204 0.08
H -0.067 2.213 2.498 0.04
H -1.257 3.493 2.782 0.03
H 0.221 3.567 3.690 0.09
H 2.382 4.821 1.097 0.08
H 2.418 3.521 2.201 0.06
H 2.016 5.064 2.867 0.08
H -2.177 -3.505 -1.639 0.06
H -1.417 -4.696 -0.506 0.10
H -1.024 -3.003 -0.480 0.06
H -3.774 -4.477 2.107 0.09
H -2.404 -3.402 2.366 0.07
H -2.092 -5.019 1.653 0.10
Br -3.185 1.297 2.637 -0.24
C 2.050 -1.960 -0.908 -0.18
Ge 1.413 -1.342 0.841 0.81
C 0.841 -2.746 2.052 -0.25
C 1.537 -3.933 2.314 -0.11
C 1.314 -4.687 3.454 -0.10
C 0.283 -4.279 4.311 -0.09
C -0.459 -3.104 4.041 -0.09
C -0.159 -2.328 2.927 -0.12
C 3.026 -0.564 1.824 -0.15
C 2.868 0.611 2.528 -0.07
C 3.968 1.186 3.294 -0.08
C 5.129 0.548 3.327 -0.06
C 5.351 -0.752 2.731 -0.13
C 6.581 -1.495 2.783 -0.04
C 6.710 -2.681 2.129 -0.10
C 5.624 -3.221 1.403 -0.07
C 4.450 -2.531 1.397 -0.08
C 4.301 -1.241 1.922 -0.17
H 3.037 -1.518 -1.077 0.02
H 1.456 -1.463 -1.658 -0.02
H 2.095 -3.070 -0.998 0.04
H 2.339 -4.211 1.647 0.08
H 1.848 -5.581 3.704 0.09
H -0.007 -4.925 5.134 0.09
H -1.273 -2.873 4.672 0.09
H -0.626 -1.405 2.700 0.07
H 1.912 1.101 2.503 0.07
H 3.831 2.100 3.867 0.10
H 5.957 1.019 3.810 0.10
H 7.417 -1.119 3.337 0.10
H 7.668 -3.164 2.173 0.09
H 5.588 -4.152 0.848 0.10
H 3.668 -2.932 0.770 0.06
O 2.570 2.929 -0.602 -0.54
Cl 4.002 2.612 -0.878 0.83
O 4.014 1.266 -1.545 -0.53
O 4.520 3.603 -1.859 -0.52
O 0.039 -0.240 0.999 -0.63
```

Properties
**Net charge**: -1
**ΔE to the lowest compared entry with this formula, charge and spin**: 0.00 kJ/mol
**Gap between HOMO and LUMO**: 7.45 eV